# 1
118
Properties=species:S:1:pos:R:3 method="wB97M-V/def2-TZVPD" total_charge=-1 spin_multiplicity=1 total_energy_ev=-204389.6858 e_homo_ev=-3.61
As -8.21 -1.62 -0.05
Cl -7.51 -3.41 3.14
S -3.36 7.11 0.28
S 2.49 -2.22 -6.41
S 10.78 -0.63 3.51
S 3.57 -0.87 2.56
S 0.54 0.24 -0.67
P -8.04 -3.63 1.13
O -3.43 6.06 1.27
O 2.76 -3.39 -7.52
O 12.39 -0.92 3.59
O 3.46 -1.92 1.57
O 2.10 0.62 -0.93
O 10.07 -1.83 3.90
O 0.47 -0.81 0.32
O -1.80 7.49 0.01
O -4.04 7.02 -1.00
O -0.14 0.15 -1.94
O -10.49 -2.13 3.03
O -9.99 0.29 2.67
O 4.04 -1.53 3.97
O 3.34 -2.47 -5.26
O -4.86 1.98 1.13
O -9.87 -1.20 0.64
O -9.67 -4.35 1.15
O 2.46 -0.94 -7.08
O 4.36 0.32 2.33
O 10.51 0.66 4.12
C -4.38 -0.73 -1.75
C 5.21 -2.34 4.00
C -6.10 1.83 0.34
C 0.07 1.77 0.11
C 12.78 -2.10 5.67
C -1.05 6.08 -1.81
C -4.98 3.05 2.14
C 10.67 -0.45 1.75
C -5.95 -1.11 -2.10
C 1.94 -0.39 3.06
C -6.50 -2.17 -0.94
C 5.17 -3.67 -7.66
C -0.90 6.46 -0.35
C -2.76 -2.28 -0.24
C 3.00 -0.41 -1.29
C -3.36 -2.02 -1.76
C 6.46 -1.49 4.00
C -7.34 1.09 1.12
C 13.03 -0.85 4.85
C -7.14 -0.56 1.28
C 2.85 -0.79 -2.75
C 0.83 -2.69 -5.99
C -3.83 8.64 1.05
C 3.89 -3.27 -8.37
B -10.06 -1.08 2.03
H 0.11 6.84 -0.18
H -7.20 -0.79 2.40
H -8.38 1.36 0.63
H 2.90 0.09 -3.39
H 1.89 -1.27 -2.94
H -2.01 5.60 -2.00
H 2.02 0.26 3.93
H -6.73 -3.17 -1.55
H -4.37 -0.23 -0.67
H -9.54 0.23 3.56
H -2.54 -1.86 -2.58
H 5.06 -4.65 -7.19
H 11.06 -1.35 1.28
H 9.62 -0.31 1.49
H -1.00 6.96 -2.45
H 2.88 -1.28 -0.64
H 13.01 -3.00 5.09
H -3.95 0.09 -2.48
H -8.96 -2.45 -1.13
H 0.29 2.60 -0.57
H 3.72 -3.95 -9.22
H -4.91 8.60 1.25
H 0.20 -2.56 -6.87
H -5.92 -1.68 -3.15
H -6.64 -0.19 -2.28
H 13.39 -2.10 6.58
H 4.01 -0.03 -1.12
H 12.73 0.05 5.39
H -2.63 -1.29 0.39
H -6.47 2.94 0.10
H -5.62 -2.50 -0.19
H 3.64 -1.49 -3.05
H 6.42 -0.72 4.78
H -6.06 3.55 2.16
H 1.48 0.16 2.23
H -10.05 -4.03 0.26
H -3.61 9.46 0.37
H -8.32 -0.29 -0.90
H -1.69 -2.79 -0.26
H 11.73 -2.17 5.97
H 3.96 -2.26 -8.78
H 11.25 0.43 1.45
H -0.26 5.38 -2.11
H 5.17 -2.92 4.93
H -4.21 3.93 1.94
H -3.54 -2.97 0.35
H -7.40 1.53 2.23
H 0.49 -2.04 -5.18
H -5.94 1.33 -0.72
H 14.11 -0.77 4.65
H -1.02 5.59 0.30
H 5.21 -3.05 3.17
H -3.28 8.75 1.98
H 6.58 -0.96 3.05
H -9.90 -1.97 3.83
H -4.81 2.56 3.19
H -4.04 -2.97 -2.00
H -1.01 1.73 0.30
H 1.36 -1.28 3.29
H 5.42 -2.95 -6.87
H -5.99 -0.70 0.98
H 0.62 1.88 1.04
H 7.35 -2.11 4.16
H 0.83 -3.73 -5.66
H 6.01 -3.70 -8.36



# 2
15
Properties=species:S:1:pos:R:3 method="wB97M-V/def2-TZVPD" spin_multiplicity=7 s2=12.0177 total_energy_ev=-102117.5089 e_homo_ev="-8.71 / -8.64"
Co -0.92 2.31 1.45
Co -1.46 0.47 -1.06
P -2.12 3.16 -0.67
F 0.07 0.82 0.41
O -1.54 2.25 -1.75
O 0.29 -3.31 0.82
O -2.40 1.93 0.23
O 2.32 -4.02 1.30
O -3.63 3.58 -0.76
O -1.17 3.88 0.33
N 1.53 -3.21 0.76
C 2.12 -2.21 -0.07
H 2.71 -1.49 0.51
H 2.78 -2.54 -0.87
H 1.41 -1.60 -0.64



# 3
43
Properties=species:S:1:pos:R:3 method="wB97M-V/def2-TZVPD" spin_multiplicity=1 smiles="CC(=O)c1sc2nc(SCC(=O)N3CCCCC3)[nH]c(=O)c2c1C" total_energy_ev=-49184.1693 e_homo_ev=-8.84
S -1.60 -2.44 2.26
S 3.47 -1.43 0.31
O 0.24 2.13 1.76
O -1.19 -2.69 -1.26
O 6.07 1.42 0.66
N -0.43 0.03 1.99
N 0.84 -1.81 1.27
N -2.51 -0.93 -0.62
C 0.56 0.94 1.68
C -2.28 -3.16 0.74
C 6.20 -0.29 -0.92
C 1.90 -0.95 0.93
C -2.02 -2.23 -0.48
C 3.08 1.10 0.91
C 1.85 0.41 1.17
C -0.25 -1.34 1.78
C 5.43 0.56 0.09
C 4.02 0.26 0.43
C -1.71 0.06 -1.36
C -3.66 -0.41 0.12
C -2.59 0.79 -2.33
C -3.84 1.40 -1.67
C 3.29 2.54 1.22
C -4.58 0.35 -0.80
H -1.75 -4.13 0.62
H -0.92 -0.40 -1.93
H -5.34 0.86 -0.21
H 2.43 3.11 0.94
H 3.45 2.65 2.29
H -4.22 -1.23 0.57
H -3.34 0.27 0.90
H -5.13 -0.34 -1.46
H 4.16 2.95 0.70
H -1.33 0.39 2.24
H 5.59 -0.30 -1.82
H 6.39 -1.30 -0.55
H -1.26 0.75 -0.61
H -1.96 1.60 -2.78
H -4.53 1.81 -2.40
H -3.51 2.19 -0.99
H 7.20 0.15 -1.08
H -3.33 -3.42 0.82
H -2.87 0.10 -3.13



Going through the records in order, we get ΔE to the lowest compared entry with this formula, charge and spin values of 5.445; 2.615; 0.452 eV.